# 1
18
Properties=species:S:1:pos:R:3 method="wB97M-V/def2-TZVPD" homo_energy_ev=-12.784 e_lumo_ev=-4.34 charge=+1
C -1.07 1.99 -1.16
C -0.45 1.48 -0.15
C 0.25 -3.24 -1.35
C -0.31 -1.92 -1.71
N 0.39 0.86 0.57
O -2.27 1.64 -1.64
O 0.18 -0.92 -1.21
S 0.19 2.68 3.92
H -0.55 2.82 -1.68
H -0.52 -3.95 -1.14
H 0.82 -3.84 -2.06
H 0.94 -3.13 -0.42
H -1.31 -1.98 -2.13
H 0.82 0.07 -0.07
H 0.51 0.90 1.65
H 0.72 3.08 5.06
H -2.78 2.27 -2.32
H -0.16 3.93 3.74

# 2
12
Properties=species:S:1:pos:R:3 method="wB97M-V/def2-TZVPD" homo_energy_ev=-7.047 e_lumo_ev=0.87 charge=0
C -1.12 -0.11 -0.03
C -0.62 1.20 -0.09
C 1.10 -0.17 0.06
H -3.17 0.04 0.35
H -2.56 -1.60 0.01
H -1.15 2.11 0.08
H 1.18 2.04 0.12
H 2.41 -1.49 -0.27
N -2.40 -0.52 -0.03
N 0.73 1.15 0.00
N -0.02 -0.96 0.02
O 2.37 -0.54 0.02

| no. | DFT total energy (eV) | gap between HOMO and LUMO (hartree) |
| --- | --- | --- |
| 1 | -20720.3944 | 0.310 |
| 2 | -9709.3809 | 0.291 |